(1)
C45H44AsN5OS4Ti as an isolated structure, computed with wB97M-V/def2-TZVPD.

Computed properties:
Molecular weight = 921.938 g/mol
Highest occupied orbital energy (alpha / beta) = -5.3272 / -7.4475 eV
F_max = 0.088 hartree/bohr
Gap between HOMO and LUMO (alpha / beta) = 5.018 / 7.111 eV
ΔE to the lowest compared entry with this formula, charge and spin = 239.9 kJ/mol
Multiplicity = 3

Geometry as XYZ:
```
101
Properties=species:S:1:pos:R:3:forces:R:3
Ti -0.964297 0.235354 0.414284 1.0 -0.1 -0.4
S -1.229707 -0.264185 -2.040282 -0.4 0.3 0.5
C 0.467804 -0.612562 -2.351905 0.2 0.3 0.4
C 1.331180 0.425501 -2.740422 0.1 -0.5 0.5
C 2.670389 0.199133 -2.890215 1.0 -0.6 -2.0
C 3.198308 -1.082612 -2.730652 -0.6 0.7 0.6
C 2.379742 -2.107762 -2.272893 0.1 0.6 -0.8
C 1.014842 -1.905281 -2.155113 -0.4 1.2 0.4
S -0.061294 -3.249262 -1.805204 -0.4 -0.3 -2.1
C -0.071824 -3.456968 -0.075450 1.1 1.4 1.9
C -1.372673 -3.140541 0.669798 1.1 2.6 -0.4
C -2.188110 -4.169782 0.923995 -1.3 -0.5 0.6
C -3.389567 -3.995570 1.590146 -0.6 1.4 -0.4
C -3.771797 -2.715232 1.927720 1.0 -0.5 -0.2
C -2.889221 -1.655611 1.692718 -0.3 -0.4 0.3
C -3.326056 -0.352462 2.360650 1.4 -0.8 0.5
S -1.846452 0.563176 2.873658 0.5 0.1 -0.6
C -2.525853 2.173612 2.780818 0.1 0.5 1.1
C -2.544390 2.985894 3.922765 -1.3 -0.5 -1.2
C -3.266725 4.153524 3.876836 1.2 2.0 0.9
C -3.838966 4.649456 2.717377 0.3 0.0 0.5
C -3.697406 3.862492 1.605585 -1.0 1.3 -1.1
C -3.059262 2.649429 1.597640 0.7 -0.7 -0.8
S -2.813197 1.851907 0.036962 -0.5 -0.4 0.2
N -1.723161 -1.814896 1.065391 0.2 -1.5 -0.5
H 1.089130 1.455771 -2.869254 -1.1 0.3 -0.1
H 3.258179 0.945346 -3.476401 -0.2 -0.4 1.1
H 4.225148 -1.195904 -2.967874 0.8 -0.5 0.0
H 2.762994 -3.085866 -2.126536 0.3 -0.8 0.1
H 0.769699 -2.855441 0.341331 -0.6 -0.2 -0.2
H 0.289684 -4.476173 0.023997 -0.7 -0.3 0.8
H -1.984678 -5.125362 0.528450 0.6 -1.0 -0.2
H -4.061011 -4.807101 1.694562 -0.5 -0.7 0.3
H -4.690973 -2.443131 2.376873 -0.9 -0.2 0.5
H -3.764848 -0.648484 3.308588 -0.7 0.2 -0.2
H -3.896323 0.323082 1.748088 -0.5 -0.1 -0.3
H -2.134495 2.678699 4.840537 0.7 -0.5 0.9
H -3.081673 4.892941 4.667751 -0.6 -0.6 0.2
H -4.233997 5.676443 2.733198 0.0 -0.7 -0.3
H -4.034221 4.226467 0.648399 -0.2 0.1 -0.2
C 12.180471 3.115999 -1.650461 0.2 0.1 0.2
O 11.833157 2.638655 -0.266188 -0.2 0.6 -1.5
C 10.474081 2.419898 -0.080078 -0.4 -1.4 -0.4
C 9.531911 3.370092 -0.447125 -0.4 2.3 0.1
C 8.150923 3.241722 -0.307986 1.0 -2.4 0.3
C 7.696556 1.974806 0.124670 -0.6 0.9 -0.3
C 8.591723 1.005842 0.492600 -0.1 -2.6 0.4
C 9.969296 1.167837 0.389334 0.3 1.5 0.2
C 6.259841 1.683931 0.147692 0.4 -1.2 2.4
N 5.387446 2.451968 -0.353866 -2.2 1.0 -2.2
C 4.130009 1.879521 -0.140232 1.5 -1.0 2.1
C 4.257778 0.760973 0.705605 4.1 1.5 -1.1
N 5.687156 0.631414 0.884568 -1.5 0.2 -0.6
C 3.265094 0.002344 1.255670 -0.8 -2.0 0.9
C 3.484366 -1.168537 2.069280 -1.3 0.3 0.2
C 2.289803 -1.680035 2.665007 -0.8 -0.6 -0.1
C 0.983957 -1.242863 2.291219 2.2 -2.0 1.7
N 0.786829 -0.228221 1.468850 0.6 1.7 -2.9
C 1.974909 0.419822 0.941974 -0.6 -1.1 1.5
C 1.822736 1.547087 0.153115 -2.9 0.4 0.3
N 0.473556 1.856149 -0.072704 0.8 -0.5 0.2
C 0.172802 2.933076 -0.732437 -2.0 0.1 0.5
C 1.156970 3.801630 -1.283226 -0.9 0.2 -1.1
C 2.465802 3.392518 -1.319694 1.2 -0.1 1.0
C 2.839223 2.323579 -0.354193 -0.4 2.2 -3.5
H 12.015490 2.275008 -2.365081 0.5 0.4 0.6
H 13.255374 3.547141 -1.691902 -1.8 -1.1 0.5
H 11.508487 3.914278 -2.034611 0.3 -0.4 0.7
H 9.856082 4.385836 -0.746774 0.1 -0.8 0.0
H 7.441403 3.987874 -0.586466 -0.2 0.5 -0.1
H 8.154511 -0.043373 0.786085 1.1 2.1 -0.5
H 10.599252 0.400738 0.798623 0.5 -0.2 -0.3
H 6.096158 0.120262 1.661933 0.0 0.3 -0.5
H 4.471932 -1.647086 2.118472 -0.6 0.3 0.3
H 2.289733 -2.510853 3.405417 0.3 0.6 -0.8
H 0.110925 -1.847434 2.613815 0.7 0.8 0.0
H -0.995645 3.005723 -0.805094 2.5 0.7 -0.3
H 0.716086 4.679218 -1.793038 0.8 -0.6 0.0
H 3.273369 3.863249 -2.005117 -1.5 -0.7 1.6
C -8.145417 -1.803934 1.354150 -0.5 -1.6 -0.6
C -7.397808 -1.743308 0.061736 0.1 -1.1 -1.6
As -7.364256 -3.416280 -1.112772 -0.8 0.1 1.2
C -5.939662 -2.752259 -2.264546 0.0 2.1 -0.2
C -4.574705 -2.927260 -1.597333 0.6 -2.0 0.2
C -9.074644 -3.004624 -2.064835 0.5 0.7 -0.5
C -8.989103 -1.939403 -3.157610 -0.4 -0.4 -0.4
H -8.367232 -0.821054 1.648856 -0.1 1.3 1.0
H -7.612063 -2.396118 2.109810 -0.2 0.4 -0.1
H -9.111285 -2.275039 1.183143 -0.2 -0.2 0.2
H -6.357564 -1.624238 0.276541 0.8 0.7 -0.2
H -7.795377 -1.007679 -0.657561 0.4 0.1 0.6
H -6.127990 -1.626826 -2.371518 0.3 -1.4 -0.1
H -5.942632 -3.164838 -3.277556 -0.1 -0.1 0.2
H -4.542356 -2.527513 -0.560649 0.3 0.4 -1.0
H -3.752800 -2.669744 -2.292023 -0.3 0.8 0.8
H -4.314062 -4.011761 -1.409956 -0.7 0.7 -0.2
H -9.851312 -2.680007 -1.360429 0.4 -0.2 0.2
H -9.408738 -3.924902 -2.492372 -0.2 -0.7 -0.2
H -8.922588 -0.967204 -2.740833 0.2 1.1 0.5
H -9.867785 -1.922263 -3.794276 -0.5 -0.1 0.1
H -8.195091 -2.011578 -3.883542 0.7 -0.4 0.1
```
Positions in Å, forces in eV/Å.

(2)
A 3-piece molecular cluster, C5H8N2O overall, computed with wB97M-V/def2-TZVPD.

Computed properties:
Molecular weight = 112.132 g/mol
Highest occupied orbital energy (alpha / beta) = -7.1777 / -7.1120 eV
F_max = 0.113 hartree/bohr
Gap between HOMO and LUMO (alpha / beta) = 7.518 / 7.341 eV
ΔE to the lowest compared entry with this formula, charge and spin = 616.8 kJ/mol

Geometry as XYZ:
```
16
Properties=species:S:1:pos:R:3:forces:R:3
C 1.121347 -0.945529 -2.675182 0.1 -0.2 0.0
N -0.521899 -0.438590 0.347883 -3.6 1.6 4.3
C 1.217033 -1.168148 -1.195000 0.1 1.4 0.8
C 0.205627 0.470793 -0.151857 3.3 -2.0 -3.8
C -1.528493 0.707649 1.746010 0.2 -1.4 -0.6
C -1.211458 0.700411 3.027973 0.3 -0.3 -0.4
N 0.442281 1.561478 -0.662994 0.1 0.5 0.4
O 1.786683 -2.029552 -0.608133 -0.5 0.3 -0.2
H -0.096859 -1.057296 1.030374 0.3 -0.1 -0.3
H -0.076417 2.357504 -0.302783 -0.3 0.1 0.2
H -2.448410 1.113810 1.335241 0.2 -0.2 -0.1
H 0.070560 -1.006040 -2.964675 0.1 0.1 0.0
H 1.484280 0.056130 -2.908105 -0.1 0.0 0.1
H 1.713709 -1.692847 -3.212153 -0.1 0.0 0.1
H -0.274502 0.281847 3.393651 -0.2 -0.1 -0.1
H -1.883480 1.088380 3.799751 0.2 0.2 -0.3
```
Positions in Å, forces in eV/Å.

(3)
C2H2O2PS as an isolated structure, computed with wB97M-V/def2-TZVPD.

Computed properties:
Molecular weight = 121.077 g/mol
Highest occupied orbital energy = -4.6973 eV
F_max = 0.151 hartree/bohr
Net charge = -1
Gap between HOMO and LUMO = 8.402 eV
ΔE to the lowest compared entry with this formula, charge and spin = 123.1 kJ/mol

Geometry as XYZ:
```
8
Properties=species:S:1:pos:R:3:forces:R:3
C -0.968868 -0.106178 2.181330 -1.0 -0.1 2.5
C -0.581553 -0.193355 1.080328 2.9 0.8 -7.1
O -0.557584 1.515862 -1.661750 0.7 -2.6 1.3
O 0.297796 -1.018388 -1.744269 -2.1 1.9 -1.0
P 0.324155 0.447630 -1.034214 -1.6 3.1 -0.2
S 2.198176 0.962113 -0.794338 -0.1 -0.4 0.6
H -1.517076 -0.274684 3.019240 -0.9 -0.1 2.1
H 0.804953 -1.333000 -1.046327 2.1 -2.8 1.8
```
Positions in Å, forces in eV/Å.

(4)
C25H20MnN8O6S as an isolated structure, computed with wB97M-V/def2-TZVPD.

Computed properties:
Molecular weight = 615.490 g/mol
Highest occupied orbital energy (alpha / beta) = -7.9829 / -7.8099 eV
F_max = 0.022 hartree/bohr
Gap between HOMO and LUMO (alpha / beta) = 7.337 / 7.154 eV
ΔE to the lowest compared entry with this formula, charge and spin = 44.1 kJ/mol
Multiplicity = 2

Geometry as XYZ:
```
61
Properties=species:S:1:pos:R:3:forces:R:3
Mn 1.254462 1.580794 0.047662 -0.6 0.2 1.0
N 5.406340 2.113572 -0.246838 -0.1 -0.1 -0.1
C 4.407718 1.222457 -0.158029 0.1 0.0 0.1
N 3.270301 1.871815 -0.169601 -0.2 0.2 0.2
C 3.635209 3.183958 -0.278100 0.1 -0.2 -0.1
N 4.931440 3.368916 -0.330983 0.0 0.1 0.0
C 2.567140 4.168097 -0.360914 -0.2 0.2 0.0
C 2.740153 5.537540 -0.473408 0.1 0.0 0.0
N 1.711229 6.371555 -0.556512 -0.1 0.0 0.0
C 0.498244 5.828359 -0.530380 0.2 0.0 0.0
C 0.304556 4.458715 -0.413998 -0.2 0.0 0.0
N 1.337200 3.628209 -0.325449 0.1 -0.2 -0.2
H 6.397694 1.948864 -0.272818 0.0 0.0 0.0
H 4.534956 0.155958 -0.078423 0.0 0.0 0.0
H 3.736241 5.963203 -0.496443 0.0 0.0 0.0
H -0.350402 6.495644 -0.604445 0.0 0.0 0.0
H -0.683558 4.019918 -0.403662 0.0 0.0 0.0
C -3.290198 -4.337348 -1.268538 0.0 0.0 0.0
C -3.044861 -2.858550 -1.143118 0.0 0.0 0.0
C -2.349392 -2.156861 -2.122683 0.0 -0.1 0.0
C -2.082925 -0.802174 -1.984719 0.0 0.0 0.0
C -2.537588 -0.135613 -0.859468 0.0 0.1 -0.1
C -3.260752 -0.805659 0.117458 0.0 0.0 0.0
C -3.505089 -2.159624 -0.026866 0.0 0.0 0.0
S -2.101512 1.565130 -0.630837 0.5 -0.2 0.3
O -3.182283 2.246032 0.034528 -0.1 -0.1 0.1
O -1.650689 2.061196 -1.901892 0.0 0.0 -0.1
N -0.797306 1.490614 0.329729 -0.1 0.3 -0.3
C -0.779603 1.767938 1.665662 0.1 0.1 0.0
C -1.809480 1.740791 2.620819 0.1 0.0 0.0
C -1.471810 1.954032 3.938236 0.0 0.0 0.0
C -0.144726 2.190314 4.302500 0.0 0.0 0.0
C 0.801759 2.235814 3.302845 0.0 0.1 0.0
N 0.493906 2.061466 2.018406 0.1 -0.1 -0.2
H -2.952676 -4.719248 -2.231550 0.0 0.0 0.0
H -4.349927 -4.572168 -1.160013 0.0 0.0 0.0
H -2.757658 -4.883181 -0.486001 0.0 0.0 0.0
H -2.002896 -2.680155 -3.006155 0.0 0.0 0.0
H -1.521215 -0.258789 -2.732127 0.0 0.0 0.0
H -3.636301 -0.268088 0.978496 0.0 0.0 0.0
H -4.065735 -2.684902 0.738025 0.0 0.0 0.0
H -2.826922 1.565927 2.310513 0.0 0.0 0.0
H -2.243737 1.930096 4.697255 0.0 0.0 0.0
H 0.141658 2.344131 5.332785 0.0 0.0 0.0
H 1.844182 2.434680 3.523332 0.0 0.0 0.0
O 1.263177 0.003309 -1.366558 0.1 -0.1 -0.2
C 1.275444 -0.760677 -0.366227 0.1 0.3 0.0
O 1.502542 -0.275469 0.786591 -0.2 -0.4 -0.3
C 0.968720 -2.209729 -0.520593 0.0 -0.1 0.0
C 0.673019 -2.974988 0.601154 0.0 0.0 0.0
C 0.308194 -4.301896 0.458064 0.0 -0.1 0.0
C 0.261301 -4.841919 -0.816423 0.1 0.3 0.0
C 0.573628 -4.103274 -1.945208 0.0 -0.1 0.0
C 0.920195 -2.774167 -1.789227 0.1 0.1 0.0
N -0.152887 -6.239143 -0.979969 -0.1 -0.3 0.0
O -0.201452 -6.689174 -2.107725 0.0 0.1 0.0
O -0.432715 -6.868993 0.021389 0.0 0.1 0.0
H 0.709764 -2.509388 1.576306 0.0 0.0 0.0
H 0.053961 -4.918528 1.307041 0.0 0.0 0.0
H 0.521397 -4.569470 -2.917790 0.0 0.0 0.0
H 1.140535 -2.149874 -2.645112 0.0 0.0 0.0
```
Positions in Å, forces in eV/Å.